Record 1
Formula: C27H63N9O9
Source: the Open Molecules 2025 dataset
Level of theory: the ωB97M-V functional and the def2-TZVPD basis

```
108
Properties=species:S:1:pos:R:3
C -4.1546 -1.9767 1.5713
H 0.8222 -7.7170 2.9768
H 1.6543 1.9272 -3.7248
C -0.6646 -0.8534 1.3836
C -2.1630 0.1235 -4.4675
H -1.9796 -3.2287 -4.7899
C 0.9454 3.7649 0.2095
H 0.1418 2.0791 -2.6190
C -1.8813 0.2326 -0.4069
C -0.2662 -1.4081 -4.6712
O -2.6824 -1.1077 3.7925
H -4.1745 6.4128 2.9652
H 6.7811 -0.5436 -1.8658
H 1.0619 -1.4165 -0.5387
H -1.3271 -4.3780 3.1250
H -3.0060 -2.9263 4.6130
H 5.3264 -3.0809 -0.7153
H 2.6267 -2.5678 2.3022
H -5.2196 -1.9236 1.3209
C 0.0752 -1.1795 -0.9316
C 1.3034 -5.3815 3.7421
C -2.8754 3.2582 2.9762
H -2.1460 0.8569 0.4399
H -3.8788 -0.9292 1.6624
C 3.6829 -2.4509 2.0187
C 0.8961 2.5407 -3.2504
H -1.6076 0.6319 -3.6829
O 6.9270 0.9599 -0.5074
H -0.0871 -3.8727 1.9562
H -2.6943 -0.3369 -0.8662
C 4.3192 -0.8667 -2.1694
C -0.4275 4.5607 -3.5403
N -1.6974 -1.2606 -4.4496
H 3.6463 0.4684 0.3331
C 0.1588 -7.0730 2.3800
O 0.7930 2.3653 -6.1046
H -1.2675 -5.1371 1.6018
N -3.3572 4.5206 3.4804
H -4.5311 -4.3207 4.0096
O 4.5166 -1.8639 2.6779
H 1.4090 6.7099 1.6142
C -3.9826 5.4366 2.5273
C 5.2940 -3.3000 0.3595
H -1.2402 4.1979 -2.8932
N -4.0313 -2.6621 2.8275
H 1.8475 -4.4660 3.4936
H 2.5877 5.6263 1.0356
H 1.4724 3.2566 -2.6578
H 0.0108 -2.4519 -4.4795
H -3.3423 5.6322 1.6641
H 2.2006 -4.1882 0.8711
H -3.2406 0.2134 -4.3416
H -0.0281 -1.4120 -5.7409
H 0.2609 5.0914 -2.8851
C 6.3010 0.2109 -1.2215
H -1.4156 -0.3580 2.0128
O 0.1604 2.8652 -0.0496
H 5.4999 -4.3754 0.3008
H -0.3178 4.0635 -6.0675
N 0.5642 5.0115 0.5152
H 6.0101 -2.6913 0.8977
H -4.2088 -4.6274 2.2642
O -3.6826 -2.1869 -5.1389
H -0.9799 5.1765 -4.2496
N 3.9560 -3.1174 0.8786
H 2.0258 3.5851 0.2206
H -5.7494 -3.9548 2.7883
C -3.2034 4.8987 4.7710
N 0.1623 3.4076 -4.1904
O -2.8167 4.1593 5.6549
H -2.0170 0.5624 -5.4605
H 4.5183 1.8405 -0.1505
N -0.8487 -0.6846 0.0656
H 3.2527 -4.6176 -0.4131
H -3.3353 5.9756 4.9569
H -1.8118 3.2848 2.7205
C 4.0557 0.9444 -0.5691
N 4.9601 0.1181 -1.2982
H 0.3302 -0.7347 -4.0686
H -1.5563 0.8635 -1.2362
C -2.5154 -2.2647 -4.8444
C -4.6800 -3.9647 2.9949
C 1.5860 5.9887 0.8106
H 2.0944 -6.1242 3.8515
H -3.0304 2.4462 3.6835
H -1.4035 4.5379 0.3976
C 2.8795 -3.7498 0.1364
C -0.8062 5.4448 0.3593
H 0.8495 -5.1676 4.7153
C 0.1924 3.2505 -5.5264
O -0.5722 -7.4067 1.4749
H 3.7445 -1.5490 -1.5449
C -3.1776 -2.2204 3.7902
O 0.2698 -1.4516 1.8964
H -3.3918 3.0107 2.0463
H 2.3598 -3.1230 -0.5871
H 5.0819 -1.4520 -2.6828
H -0.2461 -1.8889 -1.6918
N 0.2776 -5.7781 2.8031
H -1.0680 6.1407 1.1568
H 0.3421 -0.2459 -1.4551
H -0.9660 6.0064 -0.5655
H 1.7102 6.6644 -0.0474
H -4.8868 4.8949 2.2378
H 3.1858 1.2878 -1.1357
H -3.6206 -2.4068 0.7221
H 3.7411 -0.3532 -2.9362
C -0.6108 -4.7315 2.3756
```

Properties
Kohn-Sham gap: 0.3414 Ha
SMILES string: CN(C)C=O.CN(C)C=O.CN(C)C=O.CN(C)C=O.CN(C)C=O.CN(C)C=O.CN(C)C=O.CN(C)C=O.CN(C)C=O
multiplicity: 1


Record 2
Formula: C27H63NO16PS
Source: the Open Molecules 2025 dataset
Level of theory: the ωB97M-V functional and the def2-TZVPD basis

```
109
Properties=species:S:1:pos:R:3
C 4.4326 -5.1787 9.5151
H 0.7762 5.1573 -2.4973
O 2.9519 -0.3433 0.8665
H 2.5579 -6.0385 10.1473
C 0.1628 0.1713 2.3603
O -1.2874 3.0204 -1.0064
C 0.0218 3.3864 -0.6476
C 2.9491 -5.0744 9.8207
C 1.2880 1.4259 -6.8787
H 1.4633 2.1834 -6.1029
H 5.0957 -0.1551 2.4513
H -1.4016 1.7463 -5.0059
H -2.8417 -1.9405 -6.5582
O 0.6982 -7.2447 5.4564
O -0.5033 -4.7772 4.9145
C -2.2272 6.4567 -3.3649
C -1.7776 0.7960 -4.5289
C -2.1628 -1.0515 -6.4291
H 0.4198 0.6569 -0.8114
H 1.9998 3.6925 -8.0141
C -0.5365 -2.2226 2.9082
O 1.6878 3.0209 -8.6335
H -1.8181 7.4670 -3.3768
H -1.2794 -0.2140 -2.1133
H 1.8449 -2.0485 6.4705
H -2.1075 6.3566 -0.9870
C -1.3252 0.8982 -2.2721
H -1.4819 4.6757 -3.0381
H -6.8689 0.4849 -8.1625
C -3.4058 6.3704 -2.4124
C -1.1009 -2.3943 1.5596
C 1.2882 -6.3404 4.5219
H -4.2067 7.0444 -2.7174
C 0.2027 -5.4836 3.8963
H 4.6201 -5.8972 8.7151
O -2.9955 6.7228 -1.0965
C 3.9954 -1.3175 1.0007
H 0.6272 -4.7591 3.1990
H 3.7659 -1.6597 8.0437
H -3.7940 5.3453 -2.3747
H 1.8359 -6.9085 3.7645
H -0.5741 -5.3877 5.6641
H -0.6055 -3.0930 3.6000
H 0.6894 3.0355 -3.3299
H -5.8407 1.7635 -6.4041
C 2.3118 -1.0660 6.5551
O -5.9142 0.6389 -8.1037
C -5.7604 1.9105 -7.4888
H -2.5646 1.5071 -0.3847
H 0.1107 4.3408 -0.0480
O -2.3439 1.1691 -3.2310
H -1.5704 -3.3473 1.2248
H 1.5147 2.0376 0.1446
P 1.0373 3.7924 -2.1769
H 2.8774 -0.8818 3.0571
C -1.0027 -1.2695 0.6425
H -4.7652 2.2927 -7.7251
C -6.8405 2.8583 -7.9789
C -2.8409 0.0531 -5.4633
H 4.8332 -4.2002 9.2201
H 3.5275 -2.2988 0.9183
H -8.2463 2.3381 -6.7315
C -1.5662 1.5748 -0.8752
O -0.1027 1.4345 -7.1825
C 2.9835 -0.9115 7.9066
H -0.5230 -6.1103 3.3643
O 5.1386 -5.5993 10.6735
S 2.9670 3.6053 -1.9067
O 1.2636 -0.0931 6.4294
C 2.0910 1.7475 -8.1258
O 2.0245 -1.0638 8.9473
H -1.4273 -1.3912 -0.3823
H 4.7134 -1.1934 0.1858
H -0.9171 0.0703 -4.4111
H -1.1956 -1.4487 -6.0257
H 0.6416 1.1230 2.7106
O -1.1789 5.5862 -2.9073
H 3.3753 0.5217 0.7856
H 3.0253 -0.9364 5.7367
H 0.1930 -7.8954 4.9525
H -6.7824 2.9758 -9.0614
N 0.5389 2.3626 0.3061
O 3.6861 -1.3016 3.3881
H 3.1645 1.7644 -7.9176
H -0.3513 1.2739 -2.6875
H 1.2138 -0.6419 8.6275
O -8.1252 2.3047 -7.6887
H 2.9503 -3.2732 10.5631
H -2.5125 6.1735 -4.3810
C 0.0800 -0.9523 3.3168
H -3.2832 0.8146 -6.1516
C -0.3732 0.0017 1.0140
H -1.9724 -0.6465 -7.4603
H 1.9899 -5.7195 5.0803
H 1.8898 1.0151 -8.9079
H 4.7072 -5.1609 11.4221
H 5.4371 -1.9027 2.5050
C -0.2707 1.1356 -0.0495
H 3.4225 0.0887 8.0052
H 0.4663 -0.8742 4.3811
H 1.5508 0.4430 -6.4834
H -6.7551 3.8415 -7.5061
H -3.5862 -0.4260 -4.7813
O 2.7489 -4.1578 10.8970
C 4.6568 -1.1557 2.3558
H 2.3836 -4.7346 8.9468
H -0.2223 2.1594 -7.8155
H 0.5638 2.5754 1.3138
H 1.6823 0.7734 6.3507
```

Properties
Kohn-Sham gap: 0.2965 Ha
net charge: +1
multiplicity: 1